No. 1
{"formula": "C5H15N2", "method": "wB97M-V/def2-TZVPD", "species": ["C", "N", "C", "C", "N", "C", "C", "H", "H", "H", "H", "H", "H", "H", "H", "H", "H", "H", "H", "H", "H", "H"], "xyz": [[-0.363, 1.307, -0.327], [-1.434, 0.965, -1.188], [-2.734, 0.608, -0.648], [0.225, 0.098, 0.426], [1.293, 0.650, 1.390], [1.608, -2.074, 0.227], [0.912, -0.886, -0.491], [-0.694, 2.071, 0.401], [0.451, 1.746, -0.896], [-1.259, 0.937, -2.175], [-2.676, 0.487, 0.436], [-3.475, 1.379, -0.882], [-3.089, -0.335, -1.072], [-0.512, -0.380, 1.064], [1.809, -0.139, 1.786], [1.954, 1.213, 0.854], [0.866, 1.194, 2.141], [1.625, -2.915, -0.461], [2.614, -1.832, 0.554], [1.034, -2.406, 1.105], [0.175, -1.319, -1.155], [1.668, -0.369, -1.090]], "forces_ev_per_angstrom": [[-0.37, 0.06, 0.39], [0.26, -0.23, 0.18], [-0.05, 0.10, -0.55], [0.35, 0.39, -0.14], [-0.37, -0.57, -0.30], [-0.82, 0.34, 0.12], [0.60, -0.77, 0.50], [0.15, -0.13, 0.02], [0.14, 0.19, -0.25], [-0.18, -0.03, 0.07], [0.00, 0.07, -0.11], [-0.04, -0.08, 0.21], [0.00, 0.04, 0.12], [-0.10, -0.10, 0.05], [0.01, 0.10, 0.16], [0.01, 0.21, 0.16], [0.19, 0.12, -0.07], [0.35, -0.04, 0.10], [0.25, -0.11, -0.05], [0.07, 0.05, -0.19], [-0.25, 0.29, -0.21], [-0.20, 0.09, -0.19]], "lowdin_charge": [-0.226, -0.119, -0.091, -0.286, 0.230, -0.080, -0.199, 0.132, 0.129, 0.125, 0.080, 0.083, 0.084, 0.151, 0.151, 0.172, 0.175, 0.085, 0.071, 0.088, 0.121, 0.126], "homo_ev": -12.13, "energy_ha": -308.75924, "fmax_ev_per_a": 1.09, "charge": 1, "smiles": "CC[C@@H]([NH3+])CNC", "e_above_lowest_kcal_mol": 21.0, "orbital_gap_ev": 8.7}


No. 2
{"formula": "C21H31ClFO6PS", "method": "wB97M-V/def2-TZVPD", "species": ["C", "C", "C", "C", "C", "C", "C", "F", "O", "S", "O", "O", "C", "C", "C", "C", "O", "O", "C", "C", "C", "C", "C", "C", "C", "C", "C", "C", "P", "O", "Cl", "H", "H", "H", "H", "H", "H", "H", "H", "H", "H", "H", "H", "H", "H", "H", "H", "H", "H", "H", "H", "H", "H", "H", "H", "H", "H", "H", "H", "H", "H", "H"], "xyz": [[3.806, -1.600, 2.129], [2.585, -0.659, 2.150], [1.826, -0.634, 0.804], [2.318, 0.503, -0.102], [3.789, 0.875, 0.054], [4.257, 1.727, -1.129], [5.217, 2.814, -0.700], [4.970, 0.866, -1.986], [1.575, 1.702, 0.220], [0.342, 1.979, -0.848], [1.013, 2.404, -2.048], [-0.131, 0.465, -1.266], [-0.538, -0.543, -0.315], [-0.290, -1.879, -1.105], [-0.521, -1.773, -2.638], [0.750, -1.580, -3.405], [1.364, -2.520, -3.823], [1.195, -0.339, -3.574], [-2.083, -0.474, -0.133], [-2.809, 0.723, -0.783], [-4.205, 0.824, -0.187], [-5.137, -0.187, -0.449], [-6.415, -0.166, 0.103], [-6.777, 0.891, 0.941], [-5.861, 1.912, 1.193], [-4.580, 1.887, 0.641], [0.283, -0.657, 1.019], [-0.008, -2.077, 1.590], [-0.153, 0.440, 2.516], [-1.352, -0.415, 3.251], [-1.271, 2.054, 1.866], [4.610, -1.244, 2.764], [3.489, -2.563, 2.526], [4.148, -1.803, 1.121], [1.949, -1.031, 2.944], [2.857, 0.342, 2.461], [2.121, -1.555, 0.304], [2.215, 0.246, -1.153], [3.904, 1.467, 0.956], [4.416, -0.007, 0.057], [3.416, 2.124, -1.692], [5.914, 3.029, -1.504], [4.684, 3.729, -0.453], [5.801, 2.514, 0.165], [-0.971, -2.642, -0.764], [0.742, -2.196, -1.002], [-0.866, -2.750, -2.956], [-1.305, -1.067, -2.899], [2.096, -0.436, -3.917], [-2.376, -0.498, 0.913], [-2.541, -1.351, -0.576], [-2.958, 0.534, -1.843], [-2.320, 1.671, -0.603], [-4.849, -1.009, -1.092], [-7.092, -0.978, -0.110], [-7.761, 0.899, 1.383], [-6.178, 2.708, 1.851], [-3.887, 2.681, 0.862], [0.641, -2.814, 1.136], [-1.052, -2.349, 1.499], [0.218, -2.123, 2.651], [-2.223, -0.092, 2.987]], "forces_ev_per_angstrom": [[-0.61, -0.14, 0.11], [0.34, -0.36, -0.01], [0.26, 0.57, 0.31], [0.86, -0.13, 0.47], [-0.59, 0.62, -0.57], [0.54, -0.13, 0.56], [0.03, 0.15, -0.10], [-0.19, -0.14, -0.31], [-0.96, -0.76, -0.47], [0.36, 0.54, -0.15], [-0.12, 0.15, -0.42], [0.67, 0.35, 1.04], [-0.51, -1.46, -0.55], [0.36, 1.02, -1.05], [-0.59, -0.11, 0.29], [-0.19, 0.02, 0.03], [0.60, -0.82, -0.23], [-0.01, 0.47, 0.29], [-0.08, 0.78, 0.05], [-0.90, -0.28, 0.61], [-0.12, -0.03, 0.02], [-0.10, 0.25, 0.22], [0.57, 0.38, 0.14], [0.40, -0.25, -0.37], [-0.24, -0.33, 0.01], [-0.51, -0.53, -0.12], [-0.56, -0.29, -0.44], [0.10, 0.32, 0.44], [0.70, -0.03, 0.45], [-0.24, 0.44, -0.23], [-0.15, 0.01, 0.02], [0.22, 0.09, -0.09], [0.08, -0.16, 0.04], [0.34, 0.15, -0.09], [-0.21, 0.07, 0.11], [0.04, 0.20, -0.03], [-0.21, -0.17, -0.18], [-0.49, -0.01, -0.09], [0.16, -0.19, 0.30], [0.18, -0.10, 0.25], [-0.04, 0.04, -0.16], [-0.01, 0.11, -0.18], [-0.09, 0.06, 0.08], [0.07, -0.10, 0.11], [0.14, -0.19, 0.41], [0.06, -0.29, 0.28], [-0.06, -0.13, -0.13], [0.11, 0.31, 0.02], [-0.01, 0.13, -0.26], [0.18, -0.02, 0.15], [0.03, -0.27, 0.02], [0.44, 0.23, -0.26], [0.26, 0.05, -0.25], [-0.01, -0.05, -0.08], [-0.19, -0.03, 0.00], [-0.07, 0.13, 0.09], [0.16, 0.20, 0.01], [0.14, 0.14, -0.02], [-0.07, -0.17, -0.32], [-0.10, -0.11, -0.06], [-0.03, 0.00, 0.18], [-0.12, -0.18, 0.10]], "lowdin_charge": [-0.076, -0.245, -0.259, -0.314, -0.077, -0.350, -0.030, -0.043, -0.303, 0.918, -0.364, -0.309, -0.403, -0.089, -0.062, -0.550, 0.111, 0.121, -0.121, -0.153, -0.230, -0.048, -0.079, -0.093, -0.082, -0.054, -0.470, -0.079, 0.714, -0.358, 0.351, 0.076, 0.074, 0.064, 0.066, 0.100, 0.130, 0.133, 0.123, 0.123, 0.124, 0.081, 0.087, 0.080, 0.114, 0.115, 0.124, 0.124, 0.138, 0.089, 0.111, 0.121, 0.053, 0.110, 0.098, 0.097, 0.099, 0.079, 0.095, 0.090, 0.070, 0.034], "homo_ev": -9.07, "energy_ha": -2569.86290, "fmax_ev_per_a": 1.64, "charge": 0, "orbital_gap_ev": 9.5}


No. 3
{"formula": "C3H7O2", "method": "wB97M-V/def2-TZVPD", "species": ["C", "C", "C", "O", "O", "H", "H", "H", "H", "H", "H", "H"], "xyz": [[-0.085, 0.173, -0.023], [-1.064, 1.202, -0.292], [-0.119, -1.225, -0.399], [2.059, -0.213, 0.716], [0.942, 0.644, 0.588], [-0.988, 1.783, -1.262], [-1.994, 0.699, -0.192], [-0.945, 1.891, 0.483], [0.984, -1.731, -0.580], [-0.896, -1.589, -1.129], [-0.432, -1.642, 0.597], [2.537, 0.009, 1.494]], "forces_ev_per_angstrom": [[2.31, -0.54, -1.57], [-0.21, 0.11, -0.92], [1.46, -2.48, -0.03], [-1.20, -1.64, -2.43], [0.43, 0.75, 0.89], [0.17, -1.16, 0.83], [-1.24, -0.05, -0.28], [-0.13, 1.47, 1.17], [-2.97, 1.52, 0.34], [0.91, 0.92, 0.68], [0.18, -0.21, -0.44], [0.27, 1.30, 1.76]], "lowdin_charge": [-0.277, 0.064, 0.036, 0.111, 0.092, 0.170, 0.110, 0.096, 0.183, 0.135, 0.151, 0.129], "homo_ev": -17.17, "energy_ha": -268.57570, "fmax_ev_per_a": 3.36, "charge": 1, "e_above_lowest_kcal_mol": 65.5, "orbital_gap_ev": 11.7}


No. 4
{"formula": "C9H15P", "method": "wB97M-V/def2-TZVPD", "species": ["C", "C", "C", "C", "C", "C", "C", "C", "C", "P", "H", "H", "H", "H", "H", "H", "H", "H", "H", "H", "H", "H", "H", "H", "H"], "xyz": [[2.246, 0.502, -0.184], [1.795, -0.962, -0.350], [1.410, 1.570, 0.510], [0.549, -1.708, -0.071], [2.960, -0.570, 0.538], [-0.669, -1.295, 0.112], [-2.049, -1.767, 0.238], [-1.669, 1.707, 0.865], [-0.366, 1.055, -1.696], [-0.167, 0.862, 0.151], [2.852, 0.866, -1.136], [2.150, -1.241, -1.335], [1.531, 1.574, 1.508], [0.755, -2.821, -0.126], [3.947, -0.977, 0.335], [2.761, -0.601, 1.566], [-2.781, -0.996, -0.194], [-2.314, -1.847, 1.295], [-2.243, -2.707, -0.338], [-2.595, 1.340, 0.242], [-1.303, 2.730, 0.800], [-1.763, 1.316, 1.914], [0.310, 0.337, -2.063], [-0.001, 2.030, -1.672], [-1.410, 0.958, -2.001]], "forces_ev_per_angstrom": [[1.58, 1.06, -2.29], [1.25, 0.78, -1.02], [-2.38, -1.95, -3.27], [1.06, -3.20, 0.17], [-0.09, -1.09, -0.26], [1.00, 5.00, 0.54], [-1.33, 0.34, -0.88], [0.08, -2.26, -0.42], [-1.16, -0.52, 2.64], [-2.19, -1.47, -0.89], [-1.38, -0.66, 1.85], [0.10, -0.54, -0.02], [0.80, 0.44, 3.71], [-0.32, 0.89, -0.09], [-0.06, 0.45, -0.42], [-0.40, -0.05, 1.45], [1.04, -1.00, 0.49], [-0.12, -0.34, -0.11], [0.22, 0.52, 0.73], [1.80, 1.31, 1.21], [-1.01, 0.37, 0.14], [-0.05, 0.76, -0.87], [0.64, -0.62, -1.06], [0.60, 1.87, -1.22], [0.34, -0.08, -0.10]], "lowdin_charge": [-0.395, -0.304, -0.249, -0.165, -0.094, -0.259, -0.115, -0.222, -0.171, 0.914, 0.157, 0.125, -0.026, 0.127, 0.103, 0.087, 0.084, 0.075, 0.090, 0.072, 0.029, 0.049, 0.022, 0.013, 0.054], "homo_ev": -7.10, "energy_ha": -693.07892, "fmax_ev_per_a": 5.13, "charge": 0, "e_above_lowest_kcal_mol": 75.2, "orbital_gap_ev": 7.9}


No. 5
{"formula": "CF3NO2RuS2", "method": "wB97M-V/def2-TZVPD", "species": ["Ru", "N", "S", "S", "O", "O", "C", "F", "F", "F"], "xyz": [[2.953, -0.676, -0.535], [1.117, -0.061, -0.478], [1.986, 1.321, 0.301], [-0.102, -0.721, 0.279], [-0.136, -0.649, 1.745], [-0.353, -2.024, -0.357], [-1.557, 0.339, -0.224], [-2.682, -0.227, 0.196], [-1.457, 1.550, 0.311], [-1.605, 0.459, -1.544]], "forces_ev_per_angstrom": [[1.57, -0.71, -0.31], [2.09, 3.12, 0.52], [-1.05, -1.25, -0.86], [-5.83, -4.22, 2.76], [1.33, 0.43, -2.72], [1.30, 2.54, 0.80], [-0.86, 0.29, -0.31], [0.81, -0.05, 0.02], [0.33, -0.03, 0.12], [0.31, -0.12, -0.02]], "mulliken_spin": [3.431, 0.450, 1.048, -0.005, 0.035, 0.018, 0.014, 0.005, 0.002, 0.001], "homo_ev": [-14.67, -15.53], "energy_ha": -1433.69612, "multiplicity": 6, "fmax_ev_per_a": 7.71, "charge": 1, "orbital_gap_ev": [7.8, 7.2]}